No. 1
DFT (ωB97M-V with the def2-TZVPD basis set) results for a structure of composition C2H2Br3NO.

Summary:
LUMO level = -0.33 eV
ΔE to the lowest compared entry with this formula, charge and spin = 39.01 kcal/mol
Kohn-Sham gap = 0.3634 hartree
electronic energy = -7929.30133 Eh

Geometry as XYZ:
```
9
Properties=species:S:1:pos:R:3:forces:R:3
C 0.77049 -1.16334 0.53991 1.42 0.31 -1.75
C -2.15567 -0.46987 0.09731 0.32 -1.40 1.80
N 1.18122 -0.62215 -0.41060 -1.84 -1.10 2.30
O 1.33099 -0.13011 -1.45268 1.23 0.94 -2.25
Br -3.83298 -1.56862 -0.11325 1.49 0.59 -0.04
Br -1.98750 0.85644 -1.17478 -0.18 0.96 -0.66
Br -2.14267 0.16257 2.00277 -0.11 0.06 -0.78
H -1.15122 -0.99711 0.10732 -2.10 -0.17 -0.42
H 0.50202 -1.16561 1.53105 -0.22 -0.18 1.80
```
Positions in Å, forces in eV/Å.

No. 2
DFT (ωB97M-V with the def2-TZVPD basis set) results for a cluster of 2 separate species, C3H9BN2O in total.

Summary:
LUMO level = 0.33 eV
ΔE to the lowest compared entry with this formula, charge and spin = 84.08 kcal/mol
Kohn-Sham gap = 0.3098 hartree
SMILES = NNC=O.C=BC
electronic energy = -329.11792 Eh

Geometry as XYZ:
```
16
Properties=species:S:1:pos:R:3:forces:R:3
N 1.91406 2.49838 -0.76840 2.03 1.01 -0.10
N 0.73038 1.82242 -0.79345 -4.22 -2.78 1.03
C 0.12450 0.87817 -1.75159 -0.81 6.40 -0.84
O 0.62281 0.73202 -2.84945 -0.26 -1.09 1.12
H 2.12706 2.80295 -1.72938 -0.14 0.14 0.70
H 1.70660 3.30244 -0.12505 0.66 -0.73 -1.35
H 0.42607 1.66745 0.18528 -0.08 -0.09 -1.17
H -1.12775 1.33057 -1.68510 2.90 -2.48 0.41
C -0.57101 -1.47523 -0.38832 3.40 -1.70 1.21
B -0.67411 -1.79784 0.93949 -0.63 -1.09 1.92
C -1.03017 -2.26239 2.44109 2.41 -0.70 -2.68
H -1.34618 -0.87860 -0.62072 -2.72 1.98 -1.54
H 0.35805 -1.47835 -0.96851 -0.70 -0.15 -0.04
H -0.69454 -1.47312 3.08671 0.18 -0.10 0.78
H -0.48605 -3.27802 2.54734 -0.91 1.68 0.30
H -2.07971 -2.39084 2.48005 -1.11 -0.31 0.25
```
Positions in Å, forces in eV/Å.

No. 3
DFT (ωB97M-V with the def2-TZVPD basis set) results for a structure of composition C18H17GaN2O11.

Summary:
LUMO level = -0.40 eV
ΔE to the lowest compared entry with this formula, charge and spin = 0.60 kcal/mol
Kohn-Sham gap = 0.3254 hartree
electronic energy = -3557.99501 Eh

Geometry as XYZ:
```
49
Properties=species:S:1:pos:R:3:forces:R:3
Ga -0.18287 -0.17029 -0.02446 0.40 0.20 0.27
C 2.89863 -0.84659 -0.93176 0.20 -0.33 -0.48
O 2.02063 -0.36999 0.07124 -0.50 0.11 0.13
C 2.60133 0.54471 0.99204 -0.11 0.34 0.49
C 1.76233 0.46341 2.26124 0.67 -0.12 -0.14
O 0.42083 0.72411 1.88484 -0.14 -0.19 -0.70
C -0.50897 0.61071 2.94934 -0.45 0.03 0.32
H 3.43343 -0.03119 -1.42396 -0.08 0.06 0.09
H 2.29343 -1.37619 -1.66756 0.07 0.09 0.08
H 3.61513 -1.54899 -0.49066 -0.04 0.14 -0.01
H 2.55873 1.55991 0.58534 0.07 -0.25 -0.02
H 3.63983 0.26221 1.19544 -0.14 -0.02 0.05
H 2.09463 1.21721 2.98724 -0.07 -0.11 -0.12
H 1.84033 -0.53849 2.70664 -0.10 0.14 -0.04
H -0.23867 1.31301 3.74234 -0.04 -0.03 -0.06
H -0.53227 -0.40859 3.34254 0.05 0.00 -0.04
H -1.48677 0.86141 2.53604 0.11 -0.03 0.12
O -3.88147 0.68561 -0.85736 -0.14 0.10 -0.01
C -2.75747 0.91751 -0.49526 -0.01 0.01 0.07
O -2.00547 0.01831 0.11344 -0.18 -0.19 0.23
C -2.15907 2.29321 -0.63366 0.24 -0.11 0.01
C -3.01177 3.37891 -0.61546 0.04 0.30 0.01
C -2.50977 4.67801 -0.67866 0.72 -1.03 -0.05
C -1.14597 4.89351 -0.78716 -0.05 0.06 0.02
C -0.28697 3.80931 -0.81066 -1.19 -0.25 0.12
C -0.75587 2.46881 -0.73906 0.10 0.51 0.05
O 0.10483 1.49301 -0.81666 0.17 -0.39 -0.25
N 1.11883 4.09661 -0.84566 0.41 0.03 0.04
O 1.87323 3.33951 -0.26636 0.28 0.04 0.13
O 1.47223 5.10201 -1.41826 0.17 0.34 -0.25
N -3.40497 5.80231 -0.58626 -0.12 0.18 0.05
O -2.90947 6.90731 -0.52406 0.07 0.37 -0.02
O -4.59347 5.57121 -0.56146 -0.36 0.01 0.00
H -4.07747 3.21821 -0.52996 0.02 -0.06 -0.04
H -0.74507 5.89751 -0.82566 -0.05 -0.06 -0.02
O -0.07387 -1.73839 -1.24086 -0.13 0.88 -0.20
C -0.05617 -2.50149 -0.23066 0.25 -1.21 -0.15
O -0.07457 -2.00939 0.92084 -0.12 0.78 0.38
C 0.08323 -3.94939 -0.45146 -0.03 -0.41 -0.04
C -0.40817 -4.51759 -1.62416 0.02 0.15 0.13
C -0.18827 -5.85679 -1.88216 -0.01 -0.07 -0.08
C 0.53863 -6.62749 -0.98766 -0.02 0.03 0.05
C 1.00043 -6.06819 0.19384 0.08 -0.13 0.05
C 0.76413 -4.73629 0.47364 -0.13 0.18 -0.11
H -0.97517 -3.90379 -2.30836 0.05 0.04 -0.10
H -0.57517 -6.29679 -2.78876 -0.02 -0.05 -0.07
H 0.74163 -7.66559 -1.20536 -0.02 -0.08 -0.02
H 1.55373 -6.66959 0.89984 0.03 -0.07 0.04
H 1.11523 -4.29669 1.39354 0.05 0.09 0.09
```
Positions in Å, forces in eV/Å.